No. 1
Here is the ion C8H15N6O with charge +1 from the Open Molecules 2025 dataset. Energies are from wB97M-V/def2-TZVPD.

Geometry as XYZ:
```
30
Properties=species:S:1:pos:R:3:lowdin_charge:R:1
C -1.84037 -2.49427 -0.32070 -0.008
C -1.05675 -1.83837 0.62270 -0.224
C -0.30765 -0.96044 -0.25573 -0.144
C 1.58793 2.31329 0.70516 -0.243
C -0.99978 -2.07700 2.07714 -0.046
C 2.47884 1.52167 1.68831 0.027
C -2.09255 -2.36590 -2.80658 -0.039
C 1.05320 1.56885 -1.60522 0.025
N -0.66739 -0.98541 -1.47694 0.140
N -0.64242 2.91557 0.82476 0.081
N -0.65816 2.10872 -0.07730 0.121
N -1.66853 -1.95326 -1.54677 -0.166
N 0.57836 3.10005 1.28458 0.037
N 0.67770 1.43465 -0.17860 -0.249
O 0.64174 0.16794 0.35805 0.005
H -2.57074 -3.31794 -0.08700 0.165
H 2.12762 2.97315 -0.09288 0.185
H -1.88924 -2.76056 2.23032 0.103
H -0.03469 -2.65714 2.27994 0.112
H -1.00405 -1.05683 2.54831 0.096
H 1.82322 1.24506 2.50491 0.096
H 3.12968 2.27460 2.01423 0.077
H 2.96077 0.65593 1.35975 0.077
H -1.85966 -3.48457 -3.16778 0.155
H -3.10309 -2.18167 -2.88746 0.064
H -1.67157 -1.69249 -3.50997 0.081
H 1.97318 1.09416 -1.75247 0.093
H 0.34628 0.90751 -2.14460 0.090
H 1.09970 2.61690 -1.98713 0.134
H 0.82936 3.68507 2.03806 0.155
```

Total charge: +1
ΔE to the lowest compared entry with this formula, charge and spin in kcal/mol: 71.14
SMILES: Cc1cn(C)nc1O[N@@+]1(C)N=NN[C@H]1C
HOMO energy in eV: -12.2
Gap between HOMO and LUMO in Eh: 0.3383
LUMO level in eV: -3.01


No. 2
Here is a structure of composition C8H10F2N3Ni2O14S2 from the Open Molecules 2025 dataset. Energies are from wB97M-V/def2-TZVPD.

Geometry as XYZ:
```
41
Properties=species:S:1:pos:R:3:lowdin_spin:R:1
Ni 0.97821 -0.14348 2.94992 1.706
Ni 2.03021 1.31123 0.64620 1.747
C -2.60488 1.89008 2.75339 0.018
C -1.35225 1.68185 2.28875 0.009
C -0.92340 2.30723 0.93589 0.012
O 0.28216 2.10593 0.54209 0.072
C -1.81684 3.03120 0.20838 0.003
C -3.16017 3.22427 0.67059 0.000
C -3.59703 2.58828 1.97648 0.003
O -4.77045 2.53924 2.27743 0.008
O -3.94499 3.87308 0.00728 -0.002
O -0.49545 0.99321 2.98544 0.133
H -2.93070 1.25128 3.56512 0.000
H -1.44528 3.52128 -0.67872 0.000
N 2.74361 0.88085 -1.14146 0.022
S 3.69148 -0.33659 -1.61872 0.005
O 5.00818 0.02639 -1.99224 0.005
O 3.02934 -1.39094 -2.28194 0.001
F 3.89300 -0.91896 -0.13275 0.003
S 2.51725 1.70962 -2.56630 0.003
O 1.79427 0.95195 -3.51783 0.001
O 3.63826 2.48742 -2.91346 0.001
F 1.43838 2.70256 -2.01869 0.001
O 1.21254 -0.53771 1.06139 0.121
H 1.20214 -1.03238 0.23837 0.008
O 2.11258 1.37606 2.58371 0.106
H 2.57093 2.07515 3.05695 0.011
C -0.03950 -4.17746 1.02851 0.001
N -1.46983 -4.17301 0.60749 0.000
O -2.27335 -4.63192 1.40041 0.000
O -1.75817 -3.59788 -0.42101 0.000
H 0.41462 -5.11483 0.70452 0.000
H -0.05950 -4.27716 2.10864 0.000
H 0.46496 -3.32690 0.59232 0.001
C -0.50296 -1.02053 -1.81499 0.000
N -1.42508 -1.57505 -2.84237 0.000
O -0.99156 -2.48645 -3.52928 0.000
O -2.49289 -1.03314 -3.03541 0.000
H -0.16582 -0.04508 -2.14607 0.000
H 0.25253 -1.78208 -1.65752 0.000
H -1.05455 -0.92663 -0.88050 0.000
```

Total charge: -1
ΔE to the lowest compared entry with this formula, charge and spin in kcal/mol: 0.00
⟨S²⟩: 6.01
HOMO energy (spin up / spin down) in eV: -5.2 / -5.2
Gap between HOMO and LUMO (spin up / spin down) in Eh: 0.2128 / 0.2121
LUMO level (spin up / spin down) in eV: 0.60 / 0.62
Multiplicity: 5


No. 3
Here is a cluster of 4 separate species, C4H14O3 in total from the Open Molecules 2025 dataset. Energies are from wB97M-V/def2-TZVPD.

Geometry as XYZ:
```
21
Properties=species:S:1:pos:R:3:lowdin_charge:R:1
C -1.40538 0.76889 0.84199 -0.194
C -1.52836 -0.41341 0.21050 -0.170
C -2.52516 -0.32018 -1.00327 -0.123
C -0.24764 1.10837 1.74670 -0.100
H -2.09933 1.51480 0.54261 0.080
H -0.98200 -1.43478 0.38123 0.119
H -1.91596 -0.43628 -1.92995 0.058
H -3.24749 -1.21364 -1.06963 0.083
H -3.01088 0.63215 -1.17330 0.054
H -0.42680 0.67078 2.73176 0.072
H -0.13898 2.19385 1.98435 0.075
H 0.73432 0.96637 1.21708 0.059
H 3.68533 0.09226 -0.18089 0.022
H 2.47826 1.00219 -0.35346 0.047
O 3.16414 0.69601 0.35755 -0.115
H 1.65958 -1.31051 0.30344 0.030
H 1.47317 -2.80704 0.37896 0.032
O 1.09203 -2.03818 -0.00694 -0.055
H 0.43990 -0.09486 -1.30776 0.032
H 1.61739 -0.05188 -2.12008 -0.007
O 1.18385 0.47507 -1.55089 -0.002
```

ΔE to the lowest compared entry with this formula, charge and spin in kcal/mol: 44.16
SMILES: C/C=C/C.O.O.O
HOMO energy in eV: -9.0
Gap between HOMO and LUMO in Eh: 0.3470
LUMO level in eV: 0.46


No. 4
Here is a cluster of 2 separate species, C4H13N2O in total from the Open Molecules 2025 dataset. Energies are from wB97M-V/def2-TZVPD.

Geometry as XYZ:
```
20
Properties=species:S:1:pos:R:3:lowdin_spin:R:1
C -2.61204 -0.93821 0.34879 0.044
C -1.23596 -0.53034 1.00869 0.068
C -0.11139 -0.62224 0.09002 0.378
C 1.09335 -1.25539 0.39263 0.122
N 2.18855 -1.39354 -0.33492 0.296
N -0.12645 0.43231 -0.97448 0.034
H -2.98296 -0.12075 -0.27047 0.001
H -3.32701 -1.22539 1.10895 0.004
H -2.45298 -1.74720 -0.36475 0.000
H -1.30795 0.49920 1.38765 0.027
H -1.18630 -1.15197 1.89994 0.000
H 0.97836 -2.05208 1.12026 0.002
H 2.72811 -0.59468 -0.65921 0.008
H 2.81853 -2.17835 -0.15817 0.004
H -0.59037 0.13497 -1.81942 0.006
H -0.50851 1.30654 -0.59549 0.004
H 0.84600 0.69003 -1.18503 0.001
H 2.42484 3.21413 0.20660 0.000
H 1.53341 4.21863 -0.65861 0.000
O 1.83078 3.31435 -0.54298 0.000
```

Total charge: +2
ΔE to the lowest compared entry with this formula, charge and spin in kcal/mol: 49.39
⟨S²⟩: 0.76
HOMO energy (spin up / spin down) in eV: -18.4 / -18.4
Gap between HOMO and LUMO (spin up / spin down) in Eh: 0.3513 / 0.2237
LUMO level (spin up / spin down) in eV: -8.84 / -12.31
Multiplicity: 2


No. 5
Here is a structure of composition C25H19BrN2O6SYb from the Open Molecules 2025 dataset. Energies are from wB97M-V/def2-TZVPD.

Geometry as XYZ:
```
55
Properties=species:S:1:pos:R:3:lowdin_spin:R:1
Yb 4.63944 -16.59594 -5.70459 0.010
C 7.20702 -21.47089 -11.09215 0.000
C 6.22361 -20.88442 -10.18558 0.000
C 6.66501 -20.26123 -9.01448 0.000
C 5.73201 -19.81638 -8.11494 0.000
C 4.39904 -20.01144 -8.34971 0.000
C 3.89376 -20.61957 -9.50791 0.000
C 4.84324 -21.02757 -10.49576 0.000
S 3.14385 -19.21486 -7.25359 0.000
O 1.85815 -19.81876 -7.25029 0.000
O 3.34217 -17.77115 -7.24298 0.000
N 3.92521 -19.60578 -5.81937 0.000
C 3.24524 -20.17358 -4.91776 0.000
C 6.91157 -18.10239 -4.29021 0.009
O 7.68111 -18.96552 -4.31672 0.007
O 6.08819 -17.20677 -4.18002 0.006
H 7.04949 -21.17474 -12.16422 0.000
H 7.24652 -22.58211 -11.17725 0.000
H 8.23183 -21.16816 -10.84617 0.000
H 7.70929 -20.04177 -8.80138 0.000
H 6.05950 -19.15900 -7.26199 0.000
H 2.81377 -20.75587 -9.66302 0.000
H 4.67654 -21.51450 -11.46597 0.000
H 2.13344 -20.24555 -4.94235 0.000
H 3.80901 -20.52063 -4.05872 0.000
Br 5.64590 -14.17773 -3.33818 0.000
C 6.91772 -14.37423 -4.77727 0.023
C 8.22221 -13.76987 -4.76588 0.147
C 9.14058 -14.06473 -5.80485 0.171
C 8.63382 -14.81066 -6.88496 0.034
C 7.41931 -15.45703 -6.73934 0.223
N 6.48679 -15.07843 -5.80421 0.179
C 7.07781 -16.66341 -7.49528 0.059
O 8.01445 -17.32054 -7.98119 0.078
O 5.79446 -16.89027 -7.69944 0.025
H 8.42193 -12.93777 -4.06189 0.010
H 10.20327 -13.75204 -5.98331 0.013
H 9.22970 -14.78051 -7.77847 0.001
C -0.69305 -17.58913 -2.34424 0.000
C -0.18200 -18.26431 -3.46609 0.000
C 0.82204 -17.66519 -4.20837 0.000
C 1.35143 -16.39384 -3.85342 0.000
C 2.44080 -15.86487 -4.61054 0.000
C 2.55728 -14.51840 -4.47134 0.001
C 1.93016 -13.76105 -3.38716 0.000
C 1.10423 -14.36139 -2.52236 0.000
C 0.76910 -15.73472 -2.73393 0.000
C -0.25623 -16.34484 -1.99604 0.000
H -1.46088 -17.95728 -1.63283 0.000
H -0.53781 -19.24441 -3.83516 0.000
H 1.06959 -18.09534 -5.14225 0.000
H 3.27115 -13.96831 -5.11732 0.001
H 2.22031 -12.70765 -3.29656 0.000
H 0.65729 -13.81770 -1.70037 0.000
H -0.79971 -15.85425 -1.14023 0.000
```

Total charge: -1
ΔE to the lowest compared entry with this formula, charge and spin in kcal/mol: 115.36
⟨S²⟩: 0.76
HOMO energy (spin up / spin down) in eV: -1.5 / -3.6
Gap between HOMO and LUMO (spin up / spin down) in Eh: 0.1266 / 0.2041
LUMO level (spin up / spin down) in eV: 1.92 / 1.92
Multiplicity: 2


No. 6
Here is a cluster of 4 separate species, C5H20N2O4 in total from the Open Molecules 2025 dataset. Energies are from wB97M-V/def2-TZVPD.

Geometry as XYZ:
```
31
Properties=species:S:1:pos:R:3:lowdin_spin:R:1
C -0.81944 -0.16311 -2.23407 0.090
N -0.27584 0.90205 -1.41812 0.633
C 0.48046 0.51068 -0.16209 0.071
C -0.52938 0.52246 1.04505 0.054
C 0.05826 0.64080 2.40336 0.014
O -1.47278 -0.52908 0.88914 0.031
C 1.16374 -0.78507 -0.49536 0.000
N 2.13019 -1.03727 0.66279 0.000
H 0.01681 -0.62888 -2.80394 0.016
H -1.39185 -0.84765 -1.58246 0.044
H -1.55951 0.23591 -3.07268 0.002
H -0.96921 1.62759 -1.17379 0.013
H 1.26678 1.32194 0.09426 0.024
H -1.24490 1.37744 0.93038 -0.001
H 0.78664 1.39702 2.54198 0.000
H 0.50765 -0.37770 2.63467 0.000
H -0.65127 0.64549 3.33080 0.003
H -1.14813 -1.38233 1.03610 0.000
H 1.65200 -0.81690 -1.45915 0.000
H 0.46140 -1.60129 -0.51508 0.000
H 2.55750 -0.11999 0.82938 0.000
H 2.83993 -1.72866 0.46566 0.000
H -3.99150 2.09904 -0.48632 0.000
H -3.09602 1.03532 -0.02840 0.000
O -3.21430 1.73045 -0.63563 0.001
H 2.35722 1.18583 -2.00693 0.001
H 3.75185 1.47018 -2.15601 0.000
O 3.11206 1.49231 -1.52604 0.003
H 0.21817 -2.35772 1.65370 0.000
H -0.88384 -3.34934 2.30239 0.000
O -0.49773 -3.01786 1.44896 0.000
```

Total charge: +1
ΔE to the lowest compared entry with this formula, charge and spin in kcal/mol: 7.03
⟨S²⟩: 0.75
HOMO energy (spin up / spin down) in eV: -13.5 / -13.5
Gap between HOMO and LUMO (spin up / spin down) in Eh: 0.4016 / 0.2212
LUMO level (spin up / spin down) in eV: -2.59 / -7.49
Multiplicity: 2


| no. | largest force on an atom (eV Å⁻¹) |
| --- | --- |
| 1 | 3.88 |
| 2 | 3.56 |
| 3 | 5.13 |
| 4 | 2.71 |
| 5 | 5.90 |
| 6 | 6.46 |